# 1
C2H3N5O | ωB97M-V with the def2-TZVPD basis set

Calculated values
- Energy above the lowest of the compared OMol25 structures with the same formula, charge and spin: 188.58 kcal per mole
- HOMO: -9.8 eV

Geometry as XYZ:
```
11
Properties=species:S:1:pos:R:3:forces:R:3:nbo_charge:R:1
C 0.81377 -1.33559 0.62648 -3.299 -0.224 -1.907 0.56
C -0.21531 1.85892 -0.54565 -5.332 -0.776 -0.698 0.22
H 0.58141 -2.27045 2.55557 1.581 0.258 -5.611 0.53
H 0.60956 2.43268 0.18509 -2.990 0.027 -2.663 0.27
H -2.29272 1.22129 -1.93241 4.307 2.201 2.985 0.44
N 0.50804 -1.60125 -0.71737 -1.375 4.553 0.958 -0.29
N -0.02990 -0.35684 -1.07434 2.108 -4.581 -3.242 -0.01
N 0.10866 0.50025 -0.15810 -0.532 -2.383 0.389 -0.07
N -1.44754 2.06764 -1.33753 4.247 -0.935 2.212 -0.62
N 0.47189 -0.13270 0.98847 1.494 2.741 1.760 -0.36
O 0.89215 -2.38396 1.40979 -0.209 -0.881 5.818 -0.66
```
Positions in Å, forces in eV/Å.

=====

# 2
C16H31N3O5PtSi2 | ωB97M-V with the def2-TZVPD basis set

Calculated values
- Total charge: +2
- Energy above the lowest of the compared OMol25 structures with the same formula, charge and spin: 22.32 kcal per mole
- HOMO: -16.0 eV

Geometry as XYZ:
```
58
Properties=species:S:1:pos:R:3:forces:R:3:nbo_charge:R:1
Pt 0.25412 0.31029 0.35402 0.999 0.786 0.600 1.37
O -0.56223 -0.66316 6.04520 -0.008 0.032 0.026 -0.63
C -1.55260 0.03010 5.51063 0.006 -0.032 -0.003 0.78
O -2.47903 0.45949 6.12793 -0.021 -0.017 -0.003 -0.50
C -1.51170 0.28662 4.02463 0.002 0.028 -0.006 -0.19
C -2.55186 0.91548 3.34926 -0.006 -0.004 0.009 0.10
N -2.21713 1.01942 2.05796 0.033 0.069 0.001 -0.29
N -1.00447 0.48178 1.86079 0.007 0.194 -0.268 -0.27
C -0.56657 0.03385 3.04210 -0.065 -0.153 -0.031 0.07
C 0.75215 -0.64212 2.97842 0.117 0.006 -0.086 0.76
O 1.30758 -1.14624 3.90681 -0.040 -0.014 0.047 -0.49
O 1.27370 -0.61587 1.74062 -0.426 -0.335 -0.043 -0.63
H 0.14113 -0.91751 5.42034 0.012 -0.001 -0.018 0.51
H -3.49471 1.27583 3.73255 0.008 0.005 0.011 0.29
H -2.75530 1.40580 1.29514 0.004 -0.004 0.003 0.46
C 1.16071 5.32104 -1.69280 0.031 -0.004 -0.006 -0.42
N 0.95123 4.02230 -1.02667 -0.099 -0.094 -0.065 -0.34
C 1.46622 3.82689 0.32900 0.029 0.031 0.044 -0.42
C 0.32522 3.02355 -1.61453 0.081 0.183 0.075 0.73
C -0.17741 3.12195 -3.01706 -0.030 -0.054 0.012 -0.71
O 0.16875 1.92522 -0.99385 -0.462 -0.789 -0.085 -0.81
H 1.63385 5.99401 -0.98652 0.002 -0.004 -0.001 0.24
H 0.21104 5.75598 -1.99453 0.002 0.007 0.002 0.23
H 1.81268 5.21158 -2.55711 -0.007 0.002 -0.005 0.23
H 1.99636 4.72060 0.63885 -0.004 -0.002 -0.003 0.24
H 2.16157 2.98726 0.35520 -0.012 -0.004 -0.003 0.21
H 0.64806 3.64990 1.02878 0.007 -0.012 -0.009 0.21
H -0.18381 4.12804 -3.41892 -0.004 0.006 0.010 0.25
H -1.18252 2.70518 -3.05591 0.001 -0.001 -0.012 0.26
H 0.46290 2.50035 -3.64667 -0.002 0.007 -0.011 0.26
C 1.65197 -2.49835 -2.93418 -0.005 0.079 -0.021 -1.09
Si 1.82080 -1.80810 -1.20930 -0.010 0.128 0.183 1.63
C 2.96411 -0.32348 -1.20105 -0.052 0.154 0.110 -1.15
C 2.26644 -3.07149 0.06286 0.029 -0.040 -0.136 -1.15
C -0.05042 -1.12448 -1.02453 0.016 0.159 -0.444 -0.93
Si -1.56518 -2.28862 -0.75287 -0.027 -0.037 0.119 1.63
C -3.02741 -1.11255 -0.80477 0.004 0.079 -0.056 -1.11
C -1.66968 -3.47252 -2.18190 0.032 -0.004 0.059 -1.11
C -1.35346 -3.13936 0.88968 -0.011 -0.022 -0.007 -1.12
H 2.67765 -2.72002 -3.24946 -0.002 -0.001 -0.006 0.28
H 1.23082 -1.79857 -3.65566 0.005 0.007 0.004 0.26
H 1.08482 -3.42564 -2.96139 -0.015 -0.009 0.016 0.26
H 3.99961 -0.64917 -1.32709 -0.019 -0.073 -0.031 0.29
H 2.95144 0.23517 -0.25807 0.055 -0.012 0.005 0.24
H 2.73327 0.36775 -2.01443 -0.005 -0.015 -0.009 0.25
H 3.28269 -3.39821 -0.18233 -0.010 -0.037 0.026 0.28
H 1.62909 -3.95532 0.02786 -0.021 0.014 -0.026 0.26
H 2.28809 -2.68545 1.07847 -0.005 0.020 0.012 0.27
H -0.24018 -0.45802 -1.88323 -0.127 -0.172 -0.030 0.23
H -3.38963 -1.02407 -1.83147 -0.001 -0.013 0.004 0.27
H -2.78943 -0.09652 -0.47833 0.009 -0.037 0.040 0.20
H -3.85713 -1.48254 -0.19962 0.012 -0.013 0.015 0.27
H -1.60560 -2.97303 -3.14934 0.002 0.005 0.002 0.26
H -2.64960 -3.95562 -2.12765 -0.001 0.002 -0.009 0.28
H -0.91983 -4.26155 -2.13805 0.020 -0.003 0.004 0.26
H -0.95024 -2.49255 1.67214 -0.038 0.001 -0.023 0.22
H -0.68499 -3.99711 0.79954 0.009 0.013 0.020 0.26
H -2.31591 -3.51820 1.24051 0.000 -0.007 -0.004 0.27
```
Positions in Å, forces in eV/Å.

=====

# 3
C4H12OS2 | ωB97M-V with the def2-TZVPD basis set

Calculated values
- SMILES: CCCSSC.O
- Energy above the lowest of the compared OMol25 structures with the same formula, charge and spin: 42.22 kcal per mole
- HOMO: -8.6 eV

Geometry as XYZ:
```
19
Properties=species:S:1:pos:R:3:forces:R:3:nbo_charge:R:1
C 1.71337 0.10646 -2.40254 -3.286 0.799 3.252 -0.61
C 1.43686 0.73880 -0.87031 -1.189 -1.817 -2.923 -0.39
C -0.09708 0.57764 -0.54768 0.248 -0.361 0.438 -0.53
S -0.79132 -1.06469 -0.01158 0.043 -1.269 -0.220 0.00
S -2.11504 -1.25708 1.69584 0.935 1.129 -1.449 0.10
C -3.52770 -0.13008 1.33670 0.854 -0.083 -1.265 -0.75
H 1.13906 0.84469 -3.03770 1.230 -1.149 0.048 0.21
H 2.76506 0.02981 -2.43117 1.036 -0.029 -1.047 0.21
H 1.18659 -0.91138 -2.37080 0.969 1.412 -0.420 0.21
H 2.09722 0.21538 -0.18430 -0.249 0.089 0.324 0.22
H 1.64378 1.81486 -0.86858 0.057 -0.262 0.018 0.21
H -0.17168 1.14752 0.31689 -0.766 1.479 1.615 0.22
H -0.82754 0.92856 -1.29288 0.813 0.108 0.002 0.22
H -3.17924 0.66248 0.62819 0.115 0.067 1.563 0.24
H -4.31595 -0.51576 0.68247 -0.151 -0.809 0.815 0.22
H -3.78975 0.10336 2.37313 -0.551 0.729 -0.693 0.23
O 2.62432 -1.06446 2.13289 -0.670 -0.021 0.810 -0.95
H 1.72904 -1.10657 1.74556 0.448 -0.065 0.262 0.48
H 2.48000 -1.11955 3.10588 0.114 0.055 -1.129 0.47
```
Positions in Å, forces in eV/Å.

=====

Lowest unoccupied orbital energy readings, ordered: -0.0264 -0.3425 0.0026 Eh